Record 1
69
Properties=species:S:1:pos:R:3:forces:R:3 method="wB97M-V/def2-TZVPD" charge=+2 multiplicity=5 e_lumo_ev="-6.746 / -6.136" s_squared=6.157 e_homo_ev="-13.912 / -13.965" gap_ha="0.263 / 0.288"
Mn 1.948413 -0.562857 0.085864 0.016 -0.657 -0.489
C -4.716087 2.207443 -0.932036 0.089 -0.039 0.237
C -3.651787 1.910143 0.134264 -0.092 0.248 -0.007
C -4.283887 2.005343 1.531864 0.046 0.000 -0.119
C -2.554387 2.975443 0.040764 -0.227 -0.227 0.240
C -3.129187 0.496943 -0.032736 0.314 -0.059 -0.150
C -4.029787 -0.580757 -0.073136 0.029 -0.066 -0.019
C -3.613487 -1.892557 -0.164036 0.037 0.074 0.000
C -2.250887 -2.157257 -0.218136 0.483 0.242 0.003
S -1.416187 -3.685957 -0.273636 0.289 0.481 0.058
C 0.085813 -2.829957 -0.224936 -0.652 0.356 -0.064
N -0.017087 -1.509257 -0.196836 1.141 -0.416 0.261
C -1.320087 -1.102657 -0.179336 -0.940 0.062 -0.134
C -1.762787 0.229943 -0.140036 -0.103 -0.388 1.033
C 1.397913 -3.408857 -0.228236 0.630 0.158 -0.019
C 1.619513 -4.786057 -0.202036 -0.028 0.470 0.013
C 2.914213 -5.265757 -0.205336 0.155 0.072 -0.025
C 3.973613 -4.370857 -0.260336 -0.201 -0.123 0.004
C 3.749413 -2.998457 -0.281636 -0.096 0.584 -0.024
C 2.461213 -2.462557 -0.253436 0.261 -1.373 0.102
H -5.128387 3.196643 -0.761436 -0.053 0.159 -0.043
H -5.538187 1.500843 -0.901036 -0.126 -0.084 -0.052
H -4.294187 2.193643 -1.938836 -0.019 0.021 -0.133
H -4.671187 3.007443 1.691364 -0.073 0.121 0.030
H -3.538487 1.804643 2.297364 0.064 -0.033 0.112
H -5.101287 1.300043 1.649364 -0.114 -0.071 0.044
H -3.008987 3.952743 0.173964 -0.035 0.129 -0.054
H -2.061187 2.978943 -0.931536 0.166 0.030 -0.164
H -1.808387 2.862443 0.824564 0.157 0.000 -0.032
H -5.087687 -0.391057 0.000564 -0.133 0.039 0.019
H -4.333187 -2.694757 -0.163936 -0.119 -0.108 -0.029
H -1.022087 0.997843 0.032064 0.071 0.229 -0.043
H 0.779813 -5.462757 -0.160336 -0.087 -0.147 -0.015
H 3.099313 -6.326657 -0.168236 0.027 -0.128 -0.019
H 4.987213 -4.741557 -0.286036 0.083 -0.017 0.007
H 4.604613 -2.340957 -0.357736 0.035 -0.012 0.040
C 2.821513 1.591143 3.529764 -0.212 -0.256 -0.100
C 1.645813 0.783343 2.977764 -0.502 1.029 -0.189
C 0.571613 0.546343 4.029264 0.174 -0.070 -0.191
O 2.105913 -0.468057 2.418564 0.109 -0.198 -0.275
C 1.018713 1.581743 1.783464 -0.037 0.029 2.362
O 0.334913 2.556643 1.990664 0.072 -0.110 -0.220
O 1.308313 1.100343 0.637464 -0.017 0.487 -1.874
H 3.198113 1.136643 4.445064 0.070 -0.024 0.031
H 2.489713 2.601043 3.755564 -0.015 0.061 0.045
H 3.630413 1.643443 2.800964 0.045 0.031 -0.027
H 0.996913 0.061243 4.905264 0.024 -0.082 0.117
H -0.230587 -0.072557 3.628064 -0.044 -0.030 -0.002
H 0.152513 1.501643 4.332564 0.001 0.041 0.018
H 2.292413 -1.066357 3.154264 0.051 -0.143 -0.228
N 4.928313 -0.206557 -1.244436 0.139 -0.023 -0.184
N 4.068313 0.264743 -0.201736 -0.343 0.014 0.471
H 5.845013 0.240243 -1.221436 -0.321 0.054 0.053
H 4.507113 -0.061757 -2.156236 -0.016 -0.001 0.249
H 4.004713 1.292943 -0.163536 0.023 -0.427 0.003
H 4.507513 -0.031057 0.677864 -0.197 0.151 -0.253
N -1.848087 0.922843 -2.881036 -0.205 0.099 0.377
C -0.564587 1.287743 -3.541936 0.608 -0.030 -0.262
C 0.524213 0.242543 -3.241836 -0.038 0.033 0.036
N 1.437313 0.633443 -2.157636 0.134 0.022 0.276
H -2.526087 1.696743 -2.934836 0.162 -0.303 0.044
H -1.736687 0.673143 -1.818336 -0.291 0.226 -1.297
H -2.264587 0.112443 -3.351736 -0.012 0.125 0.215
H -0.254487 2.273843 -3.184536 -0.158 -0.116 -0.009
H -0.738187 1.366243 -4.616336 -0.129 -0.011 0.120
H 1.115313 0.065043 -4.142236 -0.156 -0.032 0.076
H 0.050413 -0.706457 -2.973936 -0.010 -0.053 -0.089
H 1.036613 1.384843 -1.595436 0.166 -0.116 0.054
H 2.289413 1.003443 -2.566336 -0.074 0.098 0.084

---

Record 2
33
Properties=species:S:1:pos:R:3:forces:R:3 method="wB97M-V/def2-TZVPD" e_lumo_ev=0.607 e_homo_ev=-7.736 gap_ha=0.307
C 2.831775 -2.126248 0.465732 -0.412 -0.254 -0.302
S 1.824426 -3.290600 -0.499688 0.459 -0.167 0.149
C 0.392693 -2.336586 -0.785175 -0.088 0.213 0.047
N -0.543909 -2.943051 -1.484826 0.239 -0.563 -0.120
C -1.670239 -2.270775 -1.742209 -0.006 0.554 0.227
C -2.723183 -2.969783 -2.536146 0.034 0.062 0.043
C -1.813833 -0.982860 -1.274263 0.218 -0.112 0.057
C -0.751661 -0.429676 -0.536892 -0.211 -0.796 -0.433
N 0.363663 -1.101478 -0.284350 -0.107 0.334 0.088
N -1.040796 0.844244 -0.144655 -0.264 -0.122 -0.175
C -0.258141 1.720255 0.593285 0.370 0.311 0.306
C 1.008929 1.343418 1.047022 0.035 -0.032 0.005
C 1.786691 2.215007 1.780706 -0.090 0.367 0.108
C 1.299746 3.477272 2.067635 -0.099 -0.048 -0.068
F 2.058303 4.335311 2.786430 -0.045 -0.050 -0.042
C 0.051737 3.879041 1.633604 0.335 0.032 0.175
C -0.724517 3.002539 0.898631 -0.046 -0.228 -0.116
C -2.369123 1.226199 -0.621384 -0.231 0.286 0.007
C -2.922751 0.011967 -1.388912 -0.045 -0.157 -0.087
H 3.760044 -2.640335 0.691142 0.082 -0.053 0.017
H 3.022291 -1.239476 -0.129753 0.080 0.089 0.060
H 2.305943 -1.871322 1.379956 0.069 0.081 0.082
H -2.380944 -3.968932 -2.786016 -0.022 -0.040 -0.027
H -3.645968 -3.033345 -1.961573 -0.121 -0.022 -0.009
H -2.932276 -2.416799 -3.450608 -0.081 0.012 -0.092
H 1.370653 0.358003 0.814092 0.067 0.028 0.044
H 2.764404 1.923891 2.130641 0.103 -0.019 0.042
H -0.306592 4.868473 1.869793 -0.017 0.099 0.033
H -1.694927 3.334930 0.569378 -0.103 -0.002 -0.051
H -2.286362 2.104011 -1.270140 -0.052 -0.016 0.106
H -3.004441 1.482113 0.232479 0.042 0.065 -0.090
H -3.134668 0.252507 -2.432536 -0.063 0.060 0.044
H -3.843906 -0.366592 -0.941564 -0.030 0.089 -0.026

---

Record 3
12
Properties=species:S:1:pos:R:3:forces:R:3 method="wB97M-V/def2-TZVPD" e_lumo_ev=0.562 e_homo_ev=-10.105 gap_ha=0.392
C 0.000000 0.000000 0.000000 0.783 -0.027 0.501
C -1.388020 -0.299710 0.524900 0.888 0.857 0.331
O -2.266909 0.452140 -0.286820 -1.339 -0.247 0.457
H 0.706400 -0.446640 0.719810 0.091 0.182 -0.389
H 0.130780 1.095150 0.012100 0.084 -0.449 -0.079
H 0.243710 -0.372280 -1.009270 -0.421 0.037 0.409
H -1.534239 -1.392799 0.620900 -0.543 0.432 -0.422
H -1.421509 0.134980 1.542429 -0.009 -0.434 -0.137
H -2.970979 0.815030 0.290240 0.402 -0.229 -0.650
O -4.059069 2.355759 1.794949 0.840 0.411 0.704
H -3.798369 3.304389 1.775509 -0.237 -1.015 0.003
H -3.567099 1.978939 2.559299 -0.537 0.482 -0.728

---

Record 4
13
Properties=species:S:1:pos:R:3:forces:R:3 method="wB97M-V/def2-TZVPD" e_lumo_ev=1.001 e_homo_ev=-9.710 gap_ha=0.394
C -1.644125 0.422425 -0.882041 -1.885 -0.053 -0.658
C -1.015643 -0.427669 -0.031012 -1.828 -0.870 0.743
C 0.468986 -0.442311 0.272576 0.623 -1.225 0.099
C 0.913294 0.429511 1.459819 -0.154 -2.997 1.556
O 1.123471 -0.003057 -0.891961 0.526 0.557 -0.711
H -2.777612 0.129625 -1.101053 2.514 1.034 0.558
H -1.281180 1.395650 -1.458251 -0.322 -2.540 1.438
H -1.684520 -1.266386 0.516309 1.631 2.006 -1.451
H 0.868734 -1.520690 0.442823 -1.140 1.423 0.146
H 0.321759 0.106134 2.361076 0.241 0.245 -0.793
H 1.952778 0.157031 1.786686 -0.716 0.833 -0.772
H 0.680836 1.442424 1.317157 0.203 1.464 -0.383
H 0.596363 -0.311070 -1.645124 0.307 0.121 0.228

---

Record 5
19
Properties=species:S:1:pos:R:3:forces:R:3 method="wB97M-V/def2-TZVPD" charge=+1 e_lumo_ev=-3.316 e_homo_ev=-14.767 gap_ha=0.421
C 0.438530 1.673847 1.269866 -0.041 -2.146 2.005
C 0.310074 1.557637 -0.280126 2.648 -2.979 -0.163
C -1.023403 0.733917 -0.585664 1.934 1.329 -0.787
N -1.047998 -0.583612 0.000783 -3.141 -0.639 1.715
C -0.117154 -1.440253 -0.252267 4.125 -0.205 -0.807
N 0.679244 -1.166847 -1.362238 0.501 -3.051 2.255
N 0.293246 -2.354619 0.747622 -0.809 -0.011 -2.777
H 0.032012 2.609075 1.582240 0.223 0.981 0.227
H 1.355943 1.398863 1.936395 -0.880 0.940 -2.109
H -0.261214 0.972559 1.831699 0.363 0.443 -1.136
H 0.454835 2.527708 -0.710430 -1.248 0.694 -0.381
H 1.206468 1.061017 -0.824275 -1.166 0.445 1.494
H -1.587109 1.450383 -0.089808 -2.530 0.271 0.857
H -1.308079 0.629223 -1.616911 -0.083 0.546 -0.587
H -1.889996 -1.004265 0.509052 1.631 1.561 -0.628
H 0.462372 -0.521051 -2.065309 -0.938 1.112 -0.540
H 1.467242 -1.755307 -1.672186 -0.744 0.229 0.889
H 1.050368 -2.962398 0.370250 -1.133 0.138 0.822
H -0.515381 -2.825876 1.211305 1.287 0.342 -0.348

---

Record 6
73
Properties=species:S:1:pos:R:3:forces:R:3 method="wB97M-V/def2-TZVPD" e_lumo_ev=-0.039 e_homo_ev=-9.135 gap_ha=0.334
Zr -0.122116 -0.489836 -0.156999 -0.797 0.122 -0.347
C -2.858218 -2.886802 0.363964 3.189 1.908 1.891
O -1.916095 -3.968035 0.259542 -1.196 0.352 -1.443
O -2.048548 -1.757442 0.102284 -0.415 0.611 -0.860
C -4.287863 -3.044804 -0.250118 0.412 -0.627 -2.218
F -4.958679 -4.039710 0.332022 0.251 -0.487 0.840
F -5.058056 -1.962463 -0.087286 0.681 0.216 -0.124
F -4.293898 -3.399834 -1.578969 0.313 0.848 0.842
C -2.024868 -5.076144 1.092282 1.089 -1.625 0.129
C -0.794312 -5.952722 0.722823 -0.469 0.038 -0.328
H -0.804626 -6.288771 -0.314027 -0.433 0.183 -0.188
H 0.116597 -5.359131 0.800210 0.069 -0.037 0.453
H -0.706962 -6.879276 1.290243 -0.024 0.274 0.401
H -2.950844 -5.636584 0.963571 -0.109 0.043 -0.148
H -1.928249 -4.814741 2.146055 -0.149 0.330 0.187
H -3.077438 -2.820908 1.429667 -0.495 -0.139 0.432
C -0.111950 -0.592646 -3.879442 0.317 0.957 3.254
O -0.964145 0.564209 -3.872531 -0.700 0.343 -0.396
O 0.160515 -0.803790 -2.475553 -0.566 -0.580 -0.765
C -0.679140 -1.854040 -4.723530 -2.266 1.008 2.419
F 0.264791 -2.488165 -5.330860 1.842 -0.576 -1.088
F -1.262205 -2.771955 -3.901530 -0.036 0.684 -0.330
F -1.606279 -1.499306 -5.659887 0.564 0.097 0.600
C -0.702784 1.689173 -4.750001 0.574 -0.032 0.083
C -1.628791 2.939418 -4.517081 -0.398 -2.442 -0.768
H -1.805252 3.213020 -3.476844 0.375 0.090 -0.149
H -1.354592 3.767680 -5.170445 0.405 -0.002 0.373
H -2.550426 2.550688 -4.950196 -0.584 0.454 0.336
H -0.855536 1.284133 -5.750359 0.040 0.508 -0.306
H 0.337367 1.995953 -4.640090 0.219 -0.165 0.064
H 0.853155 -0.380537 -4.339530 0.037 0.294 -0.406
C 1.210407 2.969562 -0.244353 -1.819 -1.808 1.781
O 0.659429 3.333489 1.049520 0.132 0.530 -0.161
O 0.777457 1.623131 -0.397488 0.477 0.826 -0.659
C 0.844894 4.071330 -1.377633 0.167 -1.480 -0.017
F 1.290768 3.617907 -2.559858 0.604 0.179 0.070
F -0.474568 4.285871 -1.622679 0.795 0.466 1.149
F 1.514019 5.247701 -1.097314 -1.205 -1.171 -0.439
C 0.814021 4.673342 1.582843 0.228 -1.081 -0.259
C 0.709282 4.612851 3.104285 -0.671 -0.185 -1.023
H 0.908602 5.637812 3.417043 -0.149 -0.207 0.627
H -0.285844 4.257886 3.372257 -0.141 0.381 0.258
H 1.397317 3.881995 3.529201 0.271 0.345 -0.090
H 0.038966 5.253359 1.081873 0.011 0.519 0.443
H 1.788134 5.116319 1.375528 0.145 -0.171 -0.482
H 2.288170 3.031122 -0.093577 0.367 0.043 -0.611
C 1.284076 -0.818369 3.083643 -1.035 2.271 -3.085
O 2.270317 0.137319 2.570682 -0.641 -1.501 -0.729
O 0.528749 -1.054960 1.923557 0.102 -0.993 0.124
C 1.874692 -1.989679 3.971257 0.066 0.097 -0.373
F 2.457783 -1.459454 5.070101 0.106 0.146 -0.392
F 0.939490 -2.816742 4.471932 -0.055 0.201 -0.782
F 2.808623 -2.733841 3.338042 -0.512 0.355 0.127
C 3.050013 0.795034 3.458655 2.384 0.614 2.640
C 3.712368 2.079319 2.966522 -1.034 -0.715 -0.588
H 4.304939 2.518545 3.769040 -0.144 0.043 -0.057
H 4.361835 1.840689 2.124288 0.024 0.218 -0.090
H 2.891607 2.721726 2.647524 0.378 0.437 -0.172
H 3.874177 0.181651 3.822828 0.354 -0.552 -0.188
H 2.575002 0.998764 4.418331 -0.837 0.320 0.039
H 0.670077 -0.181211 3.720134 -0.132 -0.404 0.911
O 2.146387 -0.794355 -0.259225 0.378 0.064 -0.408
H 2.659935 -1.601863 -0.279931 -0.262 -0.443 0.253
H 2.779407 -0.102383 -0.450772 -0.240 0.736 -0.037
O -1.816379 0.824794 -1.226950 -0.053 -0.188 0.431
H -1.624733 1.096871 -2.124430 0.668 -0.366 -1.004
H -2.643030 1.258804 -1.015937 -0.135 -0.161 0.538
O -1.323288 0.987782 1.422154 -0.202 -0.243 -0.136
H -0.869324 1.554376 2.045948 0.725 0.275 -0.126
H -2.245631 1.047261 1.671094 -0.344 -0.403 -0.145
O 0.474035 -2.734537 -0.551876 0.526 0.127 0.314
H -0.125378 -3.430636 -0.282834 -1.194 -0.167 0.438
H 1.122649 -3.175220 -1.100807 0.155 0.397 -0.525